{"formula": "C7H13ClI2N2OPTc", "method": "ωB97M-V with the def2-TZVPD basis set", "de_lowest_kcal_mol": 38.9, "multiplicity": 4, "orbital_gap_ha": [0.2324, 0.1423], "lumo_ev": [-13.99, -15.50], "homo_energy_ha": [-0.7465, -0.7119], "total_charge": 3, "symbols": ["I", "I", "Tc", "P", "C", "C", "H", "H", "H", "C", "H", "H", "H", "H", "H", "H", "C", "O", "Cl", "N", "C", "C", "N", "C", "H", "H", "H", "H"], "coordinates": [[-2.60020, -0.98109, -2.35251], [2.18840, 0.45571, -2.19026], [0.33781, 0.22622, -0.66310], [0.60929, -1.39171, 1.11744], [0.78391, -3.09800, 0.26128], [2.23150, -1.23236, 1.91089], [-0.84455, -0.96677, 3.00400], [-0.14402, -2.60414, 3.09829], [-1.51487, -2.27172, 2.02036], [-0.58822, -1.85786, 2.42957], [2.24884, -0.27445, 2.42787], [2.37079, -2.04872, 2.62184], [1.11148, -3.80354, 1.01395], [1.51966, -3.01999, -0.57879], [3.02885, -1.24806, 1.16631], [-0.19143, -3.43589, -0.16389], [-0.37887, -1.41336, -1.44531], [-0.53117, -2.50050, -1.92692], [-0.02765, 1.27096, 1.62582], [-1.97341, 3.78911, -1.52627], [-0.69017, 4.19340, -1.88143], [0.13484, 3.17015, -1.58549], [-0.58693, 2.13552, -1.07475], [-1.87817, 2.49115, -1.00442], [-2.78690, 4.38166, -1.62833], [-0.41123, 5.17047, -2.24829], [1.14962, 3.10182, -1.77812], [-2.56721, 1.76198, -0.64974]], "forces_ev_per_angstrom": [[-1.24, 0.50, -0.19], [0.84, -0.75, -0.43], [-1.41, 1.74, 2.76], [0.72, -3.69, 0.73], [-0.30, 0.96, -0.69], [-0.05, 0.99, -0.32], [0.02, -0.16, 0.11], [0.30, 0.10, -0.34], [0.19, 0.04, -0.13], [-0.62, 1.04, -0.23], [0.20, -0.04, 0.19], [-0.19, -0.07, -0.07], [0.24, -0.04, 0.25], [-0.44, -0.27, 0.84], [-0.03, -0.07, 0.03], [1.00, 0.06, 0.92], [-0.47, -4.00, -3.15], [1.10, 4.24, 1.60], [0.20, -0.75, -1.65], [1.06, -1.61, 0.54], [-2.50, 1.12, 0.48], [-0.61, -2.03, 0.89], [1.38, -0.47, -0.71], [0.97, 2.73, -1.41], [-0.41, -0.10, 0.15], [-0.40, 0.12, -0.20], [1.63, 0.05, -0.17], [-1.19, 0.35, 0.23]], "mulliken_charge": [0.35, 0.22, 0.05, 1.26, -1.38, -1.02, 0.40, 0.43, 0.37, -1.05, 0.38, 0.42, 0.44, 0.43, 0.37, 0.45, 0.61, -0.33, -0.25, -0.04, -0.29, -0.32, 0.34, -0.45, 0.26, 0.40, 0.49, 0.47]}


{"formula": "C7H13ClN", "method": "ωB97M-V with the def2-TZVPD basis set", "de_lowest_kcal_mol": 65.9, "multiplicity": 1, "orbital_gap_ha": 0.3755, "lumo_ev": -3.78, "homo_energy_ha": -0.5145, "total_charge": 1, "symbols": ["C", "C", "C", "C", "C", "C", "C", "N", "Cl", "H", "H", "H", "H", "H", "H", "H", "H", "H", "H", "H", "H", "H"], "coordinates": [[1.03943, -0.54412, 0.22456], [-1.62816, 0.04766, 0.11660], [-0.72553, 0.65998, 1.34938], [-0.62750, -0.15499, -0.97250], [-0.14858, 1.01133, -1.75847], [-0.52498, -1.42734, -1.78474], [1.63535, 0.27534, 2.30983], [0.66109, 0.11238, 1.27516], [2.52116, -1.15111, -0.02994], [-2.07980, -0.94846, 0.38369], [-2.38258, 0.69252, -0.24183], [-0.84812, 1.72904, 1.20515], [-1.09658, 0.48971, 2.39003], [0.73705, 0.80776, -2.20303], [-0.06968, 1.94223, -1.23731], [-0.81652, 1.13598, -2.64637], [-0.44615, -1.36196, -2.86836], [-1.37200, -2.11893, -1.63295], [0.30488, -2.06598, -1.45042], [2.61146, 0.64734, 1.72834], [1.86373, -0.70489, 2.71404], [1.39201, 0.92650, 3.12914]], "forces_ev_per_angstrom": [[-5.17, 2.57, -0.89], [2.35, -2.25, 2.02], [-1.79, -0.69, -0.41], [3.49, -1.63, 0.10], [-2.96, 0.68, -0.02], [-0.97, -2.05, 0.14], [3.04, 0.68, -0.49], [-0.16, -0.19, -0.86], [0.87, -0.58, -0.30], [0.42, 1.07, -0.06], [-0.84, 1.08, 0.05], [1.11, 0.33, 0.04], [0.07, -0.33, -1.01], [3.01, -0.74, -1.23], [-0.15, 0.57, 0.44], [0.03, 0.07, 0.76], [0.08, 0.68, 0.03], [-0.08, 0.51, 0.10], [-0.12, 0.41, -0.35], [-1.95, -0.54, 1.83], [0.15, -0.11, 0.18], [-0.43, 0.45, -0.04]], "mulliken_charge": [0.18, -0.92, -0.65, 1.25, -1.60, -1.30, -1.02, 0.16, -0.06, 0.36, 0.43, 0.33, 0.48, 0.50, 0.38, 0.43, 0.38, 0.35, 0.25, 0.30, 0.37, 0.40]}